Molecular formula: C3H13NO2S
Method: DFT, the ωB97M-V functional and the def2-TZVPD basis

Structure (XYZ):
```
20
Properties=species:S:1:pos:R:3:forces:R:3:nbo_charge:R:1
C 0.8821 -0.5914 -2.3154 -0.26 -0.02 0.76 -0.42
N -0.4922 -0.4295 -1.8796 -1.07 0.46 0.14 -0.65
C -0.8238 0.7067 -1.0181 0.38 -0.33 0.46 -0.24
C -1.3720 0.1790 0.3161 -0.36 0.67 0.49 -0.48
S -1.1032 1.3309 1.7405 0.06 -0.24 -0.63 -0.07
H 1.5347 -0.5116 -1.4422 -0.06 0.22 0.02 0.21
H 1.1962 0.1732 -3.0329 0.19 -0.37 -0.29 0.17
H 0.9947 -1.6335 -2.6141 0.20 0.24 -0.69 0.20
H -1.1952 -0.4739 -2.6108 0.60 -0.23 -0.12 0.36
H 0.0578 1.3169 -0.8014 0.17 -0.18 -0.14 0.19
H -1.5380 1.4001 -1.4662 -0.10 -0.11 -0.10 0.19
H -2.4532 0.0219 0.2783 0.05 0.10 -0.07 0.22
H -0.9574 -0.7926 0.5365 0.38 -0.07 -0.01 0.19
H 0.1319 1.7086 1.3502 -0.17 -0.10 0.18 0.12
H 4.2158 0.9646 0.4525 -0.34 0.14 -0.20 0.47
H 3.4831 2.1010 -0.2770 0.09 0.15 -0.01 0.47
O 3.4041 1.1771 -0.0336 0.21 -0.29 0.21 -0.94
H -0.2964 -2.4791 1.2279 0.06 -0.38 0.25 0.47
H -0.4905 -3.8374 0.6175 -0.13 -0.41 -0.54 0.47
O -0.3107 -3.4229 1.4536 0.11 0.73 0.31 -0.93
```
Positions in Å, forces in eV/Å.

## Properties
SMILES ... CNCCS.O.O
Charge ... 0
Energy relative to the best compared isomer or geometry (same formula, charge and spin) ... 0.993 eV
Electronic energy ... -19741.4496 eV
LUMO level ... 0.53 eV

Molecular formula: C3H13NO3
Method: DFT, the ωB97M-V functional and the def2-TZVPD basis

Structure (XYZ):
```
20
Properties=species:S:1:pos:R:3:forces:R:3:nbo_charge:R:1
C 2.6519 -1.3484 0.0352 0.53 1.10 0.47 -0.76
C 2.5069 0.0493 -0.1876 -0.65 -0.34 -0.81 -0.33
N 2.4543 0.9571 0.9218 0.23 -0.14 0.39 -0.67
C 1.1206 1.2332 1.4688 0.80 0.14 0.15 -0.42
H 3.4035 -1.5720 0.7884 -0.26 -0.60 0.35 0.15
H 2.1130 -2.1399 -0.4478 0.01 -0.28 -0.42 0.15
H 2.3998 0.4921 -1.1912 -0.13 0.02 0.16 0.12
H 2.8995 1.8317 0.7162 0.19 0.33 -0.20 0.32
H 0.4515 1.6310 0.7008 -0.40 -0.15 0.03 0.16
H 0.7568 0.3149 1.9213 -0.34 -0.10 -0.19 0.19
H 1.2207 1.9732 2.2774 -0.08 0.00 -0.05 0.15
H -3.5618 -1.1976 -5.7280 0.42 -0.06 -0.20 0.47
H -2.3776 -2.0733 -6.2889 0.07 0.40 -0.12 0.47
O -3.1214 -2.0532 -5.6876 -0.50 -0.35 0.33 -0.95
H -0.9080 -0.6230 -1.3293 -0.05 0.00 0.00 0.45
H 0.4351 0.0709 -1.2832 0.15 0.16 0.14 0.49
O -0.4697 0.1705 -1.6501 -0.01 -0.14 -0.05 -0.99
H -3.5974 1.5468 6.0380 0.20 -0.19 0.07 0.46
H -3.5690 1.2167 4.5757 0.30 -0.26 0.06 0.47
O -3.1858 0.9304 5.4179 -0.49 0.45 -0.12 -0.93
```
Positions in Å, forces in eV/Å.

## Properties
Spin multiplicity ... 2
Charge ... -1
Energy relative to the best compared isomer or geometry (same formula, charge and spin) ... 1.850 eV
Electronic energy ... -10951.3431 eV
LUMO level (alpha / beta) ... 2.73 / 2.70 eV